{"formula": "C16H46CrO14", "method": "ωB97M-V/def2-TZVPD", "s2": 9.215, "total_charge": 1, "lumo_ev": [-6.14, -7.91], "multiplicity": 6, "symbols": ["Cr", "C", "C", "O", "H", "H", "H", "H", "H", "C", "C", "O", "H", "H", "H", "H", "H", "C", "C", "O", "O", "H", "H", "H", "H", "H", "H", "C", "C", "O", "O", "H", "H", "H", "H", "H", "H", "C", "C", "O", "O", "H", "H", "H", "H", "H", "H", "C", "C", "O", "O", "H", "H", "H", "H", "H", "H", "C", "C", "O", "O", "H", "H", "H", "H", "H", "H", "C", "C", "O", "O", "H", "H", "H", "H", "H", "H"], "positions_angstrom": [[2.504, 1.910, -1.906], [0.503, -0.195, 0.777], [-0.022, -0.098, -0.674], [0.708, 0.683, -1.605], [1.492, -0.649, 0.719], [-0.052, -0.711, 1.560], [0.604, 0.820, 1.163], [-1.052, 0.249, -0.752], [-0.225, -1.042, -1.178], [5.547, -1.459, -0.614], [4.254, -0.836, -1.253], [4.226, 0.552, -1.491], [6.336, -1.255, -1.338], [5.499, -2.547, -0.610], [5.847, -0.991, 0.323], [3.549, -1.126, -0.474], [3.899, -1.496, -2.044], [-0.708, -1.352, -4.508], [0.766, -1.675, -4.795], [1.533, -1.799, -3.592], [-0.852, 0.050, -4.213], [-1.187, -1.915, -3.708], [-1.276, -1.701, -5.370], [1.227, -0.936, -5.450], [0.846, -2.627, -5.321], [1.359, -1.022, -3.056], [-0.578, 0.182, -3.303], [-0.618, 5.115, 1.355], [-0.507, 3.719, 1.910], [-1.527, 3.519, 2.929], [0.572, 5.258, 0.527], [-0.404, 5.733, 2.227], [-1.542, 5.279, 0.802], [0.510, 3.609, 2.286], [-0.725, 2.983, 1.136], [-1.211, 3.846, 3.775], [0.630, 6.204, 0.376], [1.059, -3.969, 0.149], [0.708, -5.375, 0.779], [1.771, -6.256, 0.687], [1.049, -4.109, -1.304], [2.035, -3.634, 0.500], [0.344, -3.212, 0.472], [-0.096, -5.936, 0.302], [0.470, -5.039, 1.788], [2.183, -6.097, -0.166], [1.048, -3.190, -1.582], [-2.954, 0.260, 2.335], [-3.754, 0.972, 1.222], [-4.155, 2.260, 1.563], [-3.642, 0.085, 3.583], [-2.003, 0.763, 2.516], [-2.702, -0.740, 1.983], [-4.596, 0.357, 0.905], [-3.078, 1.040, 0.370], [-3.395, 2.767, 1.858], [-2.985, -0.070, 4.266], [3.286, 0.878, 5.340], [1.924, 0.907, 4.576], [0.986, 0.036, 5.146], [4.137, 1.865, 4.838], [3.739, -0.113, 5.375], [2.989, 0.997, 6.382], [2.165, 0.601, 3.558], [1.482, 1.900, 4.500], [1.092, -0.859, 4.816], [4.617, 1.538, 4.075], [-3.927, 0.672, -4.351], [-4.125, 1.068, -2.894], [-4.702, -0.011, -2.121], [-5.163, 0.716, -5.014], [-3.428, -0.294, -4.437], [-3.285, 1.307, -4.961], [-4.481, 2.098, -2.913], [-3.149, 1.016, -2.410], [-5.611, 0.230, -1.929], [-5.778, 0.288, -4.413]], "lowdin_charge": [1.026, -0.031, -0.234, -0.097, 0.067, 0.085, 0.068, 0.143, 0.139, -0.050, -0.360, -0.218, 0.073, 0.084, 0.078, 0.084, 0.101, -0.205, -0.195, -0.073, -0.072, 0.123, 0.125, 0.124, 0.128, 0.027, 0.026, -0.209, -0.235, -0.068, -0.093, 0.129, 0.132, 0.119, 0.103, 0.095, 0.083, -0.206, -0.246, -0.047, -0.073, 0.110, 0.091, 0.126, 0.113, 0.087, 0.028, -0.240, -0.248, -0.034, -0.045, 0.092, 0.105, 0.124, 0.086, 0.057, 0.082, -0.253, -0.260, -0.059, -0.045, 0.121, 0.122, 0.095, 0.115, 0.087, 0.088, -0.273, -0.220, -0.064, -0.045, 0.098, 0.122, 0.133, 0.087, 0.086, 0.078]}

***

{"formula": "C30H48N6O3S3", "method": "ωB97M-V/def2-TZVPD", "total_charge": 0, "lumo_ev": 0.30, "multiplicity": 1, "symbols": ["C", "S", "O", "C", "H", "H", "H", "H", "H", "H", "C", "S", "O", "C", "H", "H", "H", "H", "H", "H", "C", "S", "O", "C", "H", "H", "H", "H", "H", "H", "N", "C", "C", "C", "C", "H", "H", "H", "H", "H", "N", "C", "C", "C", "C", "H", "H", "H", "H", "H", "N", "C", "C", "C", "C", "H", "H", "H", "H", "H", "N", "C", "C", "C", "C", "H", "H", "H", "H", "H", "N", "C", "C", "C", "C", "H", "H", "H", "H", "H", "N", "C", "C", "C", "C", "H", "H", "H", "H", "H"], "positions_angstrom": [[-1.282, 1.493, 2.636], [-2.817, 1.554, 3.621], [-2.796, 2.773, 4.494], [-3.880, 2.048, 2.221], [-1.125, 2.428, 2.107], [-1.390, 0.665, 1.936], [-0.486, 1.293, 3.351], [-4.902, 1.792, 2.506], [-3.591, 1.538, 1.306], [-3.809, 3.132, 2.173], [2.682, 3.974, 0.221], [2.689, 5.702, 0.804], [1.359, 5.924, 1.485], [3.834, 5.514, 2.193], [1.690, 3.775, -0.172], [3.004, 3.334, 1.039], [3.437, 3.883, -0.561], [3.929, 6.479, 2.689], [4.816, 5.220, 1.814], [3.512, 4.808, 2.958], [-1.494, -0.181, -0.928], [0.243, 0.208, -1.293], [0.657, 1.214, -0.225], [0.975, -1.458, -1.089], [-1.516, -1.018, -0.227], [-2.061, -0.431, -1.822], [-1.933, 0.671, -0.411], [0.621, -2.025, -1.947], [0.689, -1.865, -0.121], [2.045, -1.291, -1.194], [5.154, -2.433, -2.810], [4.326, -3.508, -2.753], [3.161, -3.146, -3.434], [3.361, -1.842, -3.910], [4.589, -1.390, -3.497], [6.052, -2.318, -2.375], [4.640, -4.411, -2.260], [2.267, -3.743, -3.488], [2.623, -1.316, -4.498], [5.154, -0.481, -3.601], [0.889, -6.324, 1.027], [1.953, -7.001, 0.519], [2.677, -6.104, -0.229], [2.016, -4.849, -0.171], [0.950, -4.989, 0.695], [0.104, -6.655, 1.558], [2.086, -8.045, 0.737], [3.583, -6.289, -0.783], [2.347, -3.940, -0.645], [0.149, -4.348, 1.017], [-4.648, 1.185, -3.428], [-3.331, 1.454, -3.701], [-3.075, 1.124, -4.995], [-4.276, 0.596, -5.539], [-5.237, 0.675, -4.544], [-5.021, 1.193, -2.500], [-2.749, 1.879, -2.897], [-2.142, 1.208, -5.527], [-4.412, 0.205, -6.533], [-6.272, 0.380, -4.559], [2.334, -0.151, 1.652], [2.467, 0.496, 2.842], [3.424, -0.194, 3.561], [3.855, -1.285, 2.796], [3.143, -1.253, 1.611], [1.724, 0.155, 0.883], [1.882, 1.354, 3.121], [3.743, 0.048, 4.564], [4.613, -1.961, 3.155], [3.155, -1.943, 0.788], [-2.993, -2.913, 2.725], [-2.560, -4.196, 2.628], [-2.409, -4.491, 1.284], [-2.890, -3.366, 0.559], [-3.233, -2.419, 1.480], [-3.097, -2.408, 3.586], [-2.415, -4.790, 3.515], [-2.073, -5.431, 0.879], [-3.018, -3.286, -0.508], [-3.654, -1.431, 1.373], [-1.074, 5.116, 0.282], [-1.847, 6.241, 0.353], [-3.139, 5.870, 0.079], [-3.158, 4.479, -0.205], [-1.855, 4.057, -0.059], [-0.062, 5.111, 0.389], [-1.460, 7.203, 0.636], [-3.999, 6.520, 0.125], [-4.017, 3.871, -0.433], [-1.407, 3.074, -0.107]], "lowdin_charge": [-0.255, 0.809, -0.554, -0.257, 0.044, 0.026, 0.036, 0.043, 0.027, 0.046, -0.238, 0.856, -0.572, -0.268, 0.030, 0.044, 0.054, 0.049, 0.054, 0.061, -0.244, 0.878, -0.582, -0.255, 0.022, 0.047, 0.027, 0.061, 0.051, 0.039, -0.003, -0.127, -0.123, -0.136, -0.124, 0.146, 0.100, 0.093, 0.095, 0.106, 0.001, -0.136, -0.110, -0.110, -0.122, 0.137, 0.106, 0.082, 0.053, 0.081, 0.006, -0.160, -0.111, -0.102, -0.140, 0.139, 0.101, 0.092, 0.088, 0.103, 0.014, -0.143, -0.127, -0.114, -0.135, 0.070, 0.096, 0.089, 0.089, 0.082, 0.018, -0.128, -0.123, -0.114, -0.157, 0.147, 0.110, 0.086, 0.096, 0.105, 0.025, -0.123, -0.116, -0.127, -0.166, 0.083, 0.110, 0.088, 0.082, 0.079]}